A molecular structure, C20H24AsCuN3S at a distorted geometry. Source: the Open Molecules 2025 dataset; level of theory: ωB97M-V with the def2-TZVPD basis set.

E_LUMO	-3.132	eV
highest occupied orbital energy	-0.37344	hartree
Kohn-Sham gap	7.03	eV

Structure (ORCA input):
```
! wB97M-V def2-TZVPD RIJCOSX def2/J DEFGRID3
* xyz 1 1
Cu -9.95 -9.70 -8.13
C -12.75 -7.82 -7.32
C -12.13 -7.69 -8.69
C -12.67 -6.72 -9.56
C -12.18 -6.59 -10.85
C -11.13 -7.40 -11.27
C -10.60 -8.34 -10.37
N -11.07 -8.45 -9.08
C -9.57 -9.33 -10.82
C -8.92 -9.51 -12.06
C -7.88 -10.45 -12.15
C -7.49 -11.18 -11.02
C -8.23 -10.99 -9.84
N -9.24 -10.14 -9.82
C -8.07 -11.67 -8.52
C -7.04 -12.57 -8.27
C -6.92 -13.13 -7.00
C -7.83 -12.74 -6.03
C -8.84 -11.79 -6.31
C -9.78 -11.40 -5.20
N -8.98 -11.31 -7.56
H -13.82 -7.65 -7.42
H -12.33 -7.06 -6.67
H -12.55 -8.81 -6.91
H -13.47 -6.08 -9.19
H -12.57 -5.82 -11.51
H -10.76 -7.37 -12.30
H -9.21 -8.91 -12.92
H -7.30 -10.56 -13.07
H -6.65 -11.87 -11.02
H -6.31 -12.81 -9.06
H -6.13 -13.87 -6.80
H -7.71 -13.08 -4.98
H -9.77 -12.21 -4.45
H -10.80 -11.25 -5.57
H -9.41 -10.48 -4.74
C -5.45 -9.88 -4.97
As -5.43 -8.90 -6.65
C -4.57 -7.17 -6.38
C -4.34 -9.87 -8.01
S -7.36 -8.40 -7.33
H -4.39 -9.98 -4.66
H -5.86 -10.88 -5.13
H -5.99 -9.32 -4.20
H -3.50 -7.25 -6.09
H -5.10 -6.67 -5.57
H -4.67 -6.63 -7.33
H -3.34 -10.01 -7.58
H -4.28 -9.31 -8.93
H -4.80 -10.83 -8.21
*
```

Here are the Mulliken charges for atoms 1 to 5, given in e:
1 Cu -0.85
2 C -1.48
3 C 1.31
4 C -0.79
5 C -0.46

2 unconnected molecules or ions with the total composition C6H15B at a distorted geometry. Source: the Open Molecules 2025 dataset; level of theory: ωB97M-V with the def2-TZVPD basis set.

E_LUMO	0.685	eV
highest occupied orbital energy	-0.36430	hartree
Kohn-Sham gap	10.60	eV

Structure (ORCA input):
```
! wB97M-V def2-TZVPD RIJCOSX def2/J DEFGRID3
* xyz 0 1
B 0.35 -1.56 0.42
C 0.87 -2.44 -0.78
C -0.04 1.86 2.04
C -0.90 0.37 -1.99
C -0.72 0.67 1.38
C 0.19 0.73 -0.98
C 0.09 -0.05 0.33
H 0.10 -2.10 1.44
H 0.02 -2.89 -1.29
H 1.49 -3.27 -0.44
H 1.43 -1.89 -1.53
H 0.83 1.53 2.60
H -0.72 2.37 2.72
H 0.29 2.59 1.29
H -1.89 0.37 -1.52
H -0.90 1.09 -2.80
H -0.72 -0.62 -2.40
H -1.64 1.02 0.88
H -1.03 -0.03 2.16
H 0.15 1.80 -0.78
H 1.15 0.53 -1.46
H 1.59 -0.09 0.69
*
```

Here are the Mulliken charges for atoms 1 to 5, given in e:
1 B 0.36
2 C -0.95
3 C -1.21
4 C -1.10
5 C -0.52

A molecular structure, C13H24Cl2N3PSc at a distorted geometry. Source: the Open Molecules 2025 dataset; level of theory: ωB97M-V with the def2-TZVPD basis set.

E_LUMO (alpha / beta)	2.680 / 2.680	eV
highest occupied orbital energy (alpha / beta)	-0.07827 / -0.07831	hartree
Kohn-Sham gap (alpha / beta)	4.81 / 4.81	eV

Structure (ORCA input):
```
! wB97M-V def2-TZVPD RIJCOSX def2/J DEFGRID3
* xyz -1 1
Sc 2.55 0.07 -2.07
Cl 1.44 -1.90 -1.55
Cl 2.39 1.85 -0.56
C 4.42 -0.56 -1.55
H 5.27 0.10 -1.31
H 4.65 -1.63 -1.37
C -1.25 1.14 -2.52
C -0.07 1.04 -3.05
H -1.39 1.65 -1.55
C 0.25 0.18 -4.25
H 0.76 1.68 -2.68
C -1.02 -0.09 -5.09
H 1.02 0.63 -4.88
H 0.64 -0.81 -3.93
C -2.20 -0.49 -4.21
H -1.27 0.84 -5.63
H -0.82 -0.85 -5.85
C -2.50 0.58 -3.14
H -3.09 -0.66 -4.82
H -1.95 -1.42 -3.69
H -3.08 1.40 -3.61
H -3.15 0.15 -2.37
C 0.83 -1.04 4.28
N 1.21 0.31 3.81
C 0.12 1.27 4.10
N -1.16 0.84 3.50
C -1.51 -0.51 3.98
N -0.45 -1.49 3.68
C -0.32 -1.73 2.24
P 0.15 -0.20 1.26
C 1.58 0.31 2.39
C -1.13 0.92 2.04
H 0.70 -0.99 5.37
H 1.62 -1.75 4.01
H 0.39 2.25 3.71
H -0.01 1.30 5.20
H -2.44 -0.84 3.49
H -1.64 -0.47 5.07
H 0.45 -2.49 2.05
H -1.27 -2.10 1.84
H 1.91 1.31 2.08
H 2.41 -0.39 2.22
H -2.12 0.63 1.64
H -0.92 1.95 1.73
*
```

Here are the Mulliken charges for atoms 1 to 5, given in e:
1 Sc 0.19
2 Cl -0.52
3 Cl -0.51
4 C -0.52
5 H 0.12

A molecular structure, C4H4LiO5Ru at a distorted geometry. Source: the Open Molecules 2025 dataset; level of theory: ωB97M-V with the def2-TZVPD basis set.

E_LUMO (alpha / beta)	-4.363 / -5.825	eV
highest occupied orbital energy (alpha / beta)	-0.40362 / -0.52627	hartree
Kohn-Sham gap (alpha / beta)	6.62 / 8.50	eV

Structure (ORCA input):
```
! wB97M-V def2-TZVPD RIJCOSX def2/J DEFGRID3
* xyz 1 7
O -0.23 -0.76 -0.60
C -0.85 -1.69 0.05
C -0.63 0.76 0.04
O -0.25 -2.65 0.53
O -2.03 -1.15 0.43
C -2.09 0.23 0.10
H 0.01 0.92 0.92
H -0.91 1.79 0.28
H -2.60 0.43 -0.84
H -2.62 0.75 0.90
O 2.13 2.04 -0.79
C 1.85 0.99 -0.36
O 2.59 -0.02 0.11
Li 1.67 -2.38 0.69
Ru 3.96 0.72 -1.47
*
```

Here are the Mulliken charges for atoms 1 to 5, given in e:
1 O -0.45
2 C 0.92
3 C -0.55
4 O -0.75
5 O -0.32

What are the relative energy (zero: lowest compared OMol25 entry of this formula, charge and spin) values for these records? In order: 0.0, 26.7, 4.0, 53.7 kcal/mol.